(1)
{"formula": "C18H38NaO20P4", "method": "ωB97M-V with the def2-TZVPD basis set", "charge": -1, "e_homo_ev": -2.994, "gap_ha": 0.168, "total_energy_ha": -3741.56653, "symbols": ["Na", "C", "C", "C", "O", "C", "C", "C", "O", "O", "O", "H", "H", "C", "O", "P", "O", "O", "C", "O", "C", "H", "H", "H", "H", "H", "H", "H", "H", "H", "C", "O", "P", "O", "O", "C", "O", "C", "H", "H", "H", "H", "H", "H", "H", "H", "H", "C", "O", "P", "O", "O", "C", "O", "C", "H", "H", "H", "H", "H", "H", "H", "H", "H", "C", "O", "P", "O", "O", "C", "O", "C", "H", "H", "H", "H", "H", "H", "H", "H", "H"], "coordinates": [[10.659, 11.399, 10.636], [7.347, 8.381, 11.238], [6.385, 7.869, 10.423], [6.241, 8.498, 9.021], [5.491, 7.941, 8.106], [7.058, 9.447, 8.509], [8.113, 9.972, 9.321], [8.262, 9.336, 10.785], [9.304, 9.637, 11.405], [8.950, 10.885, 9.046], [5.509, 7.060, 10.967], [7.285, 8.228, 12.305], [7.027, 9.710, 7.462], [14.704, 12.168, 8.821], [14.375, 13.549, 8.607], [12.807, 14.061, 8.638], [11.855, 13.093, 9.265], [12.840, 15.500, 9.385], [13.609, 16.583, 8.817], [12.455, 14.446, 7.119], [12.092, 13.406, 6.192], [14.104, 11.590, 9.524], [15.647, 12.224, 9.364], [14.910, 11.610, 7.908], [13.867, 16.331, 7.789], [14.485, 16.779, 9.435], [12.986, 17.472, 8.717], [11.549, 13.769, 5.320], [11.432, 12.600, 6.512], [12.993, 12.966, 5.763], [12.079, 12.194, 15.054], [12.608, 12.909, 13.960], [13.660, 12.179, 12.918], [13.047, 11.493, 11.730], [14.672, 13.395, 12.474], [14.248, 14.685, 12.053], [14.692, 11.368, 13.806], [15.383, 10.210, 13.194], [12.397, 11.151, 15.045], [10.994, 12.278, 15.124], [12.421, 12.694, 15.959], [14.525, 15.477, 12.748], [13.160, 14.651, 12.002], [14.684, 15.004, 11.106], [15.116, 9.320, 13.764], [16.473, 10.207, 13.197], [15.114, 9.895, 12.186], [12.251, 9.565, 7.756], [13.058, 9.400, 8.855], [13.217, 7.895, 9.512], [13.597, 6.820, 8.525], [14.341, 8.081, 10.658], [15.670, 7.761, 10.455], [11.820, 7.749, 10.266], [10.840, 6.788, 9.786], [12.954, 10.055, 7.082], [11.504, 10.322, 7.996], [11.834, 8.643, 7.351], [16.403, 8.258, 11.090], [15.856, 7.873, 9.387], [15.937, 6.726, 10.668], [11.097, 5.824, 9.347], [10.256, 7.359, 9.064], [10.197, 6.545, 10.632], [7.326, 15.080, 14.327], [8.382, 14.264, 13.845], [8.778, 14.181, 12.286], [9.805, 13.151, 11.956], [7.296, 13.985, 11.671], [7.215, 13.288, 10.479], [9.171, 15.718, 11.956], [10.468, 16.305, 12.187], [6.866, 15.693, 13.551], [7.775, 15.787, 15.024], [6.545, 14.498, 14.816], [7.007, 12.232, 10.654], [8.091, 13.234, 9.832], [6.314, 13.570, 9.935], [10.865, 16.688, 11.247], [11.207, 15.600, 12.567], [10.305, 17.210, 12.773]], "forces_ev_per_angstrom": [[-0.3, -0.2, 0.0], [1.5, 1.6, 0.5], [-4.4, -1.5, 1.9], [-2.9, -4.7, -3.7], [0.7, 0.7, 3.0], [3.9, 3.3, 1.5], [-0.8, -0.3, 0.4], [0.6, -0.4, -1.3], [0.3, 0.9, 0.4], [-0.1, -0.4, -0.2], [1.9, 1.7, -2.6], [0.3, -0.5, 0.1], [-0.3, 0.0, 0.0], [1.4, -0.4, 1.0], [-2.3, 0.8, -0.1], [-0.4, -1.5, 0.9], [1.5, 1.5, -0.8], [0.2, -0.9, -1.0], [-0.3, -0.3, -0.6], [-0.3, -0.3, 0.5], [0.2, -0.7, -1.2], [-0.9, 0.5, -0.4], [0.3, 0.0, -0.2], [-0.5, 0.3, -0.2], [0.4, 0.0, 0.1], [-0.1, -0.1, -0.1], [-0.1, -0.1, 0.5], [0.1, 1.0, 0.3], [0.2, 0.2, 1.1], [0.2, -0.1, 0.3], [-0.3, -0.1, 1.2], [1.9, -0.7, -2.1], [-0.6, 1.7, -1.6], [0.8, 0.8, 2.1], [-0.4, -0.8, 0.6], [-1.0, 0.2, 0.2], [0.4, -1.3, -1.0], [-0.4, -1.3, 0.4], [-0.2, 0.0, 0.1], [0.0, -0.2, -0.7], [0.4, -0.2, 0.1], [0.1, -0.3, 0.5], [0.0, 0.4, -0.4], [0.0, -0.7, -0.2], [-0.2, 0.2, 0.4], [0.0, 1.2, 0.4], [-0.7, 1.0, -0.1], [-0.3, 1.3, -1.4], [2.0, -2.5, 3.5], [-0.1, -0.3, -1.6], [-0.7, 1.7, 1.5], [-2.2, 0.8, 0.7], [1.5, -1.3, -1.4], [1.9, -1.0, -0.3], [-1.6, 0.5, 0.1], [-0.5, -0.2, -1.0], [-0.5, -0.4, 0.0], [0.0, 0.1, 0.0], [-0.6, 1.0, -0.1], [0.7, 0.3, 0.1], [-0.7, -0.5, 0.0], [1.2, 0.4, 0.0], [-0.3, -0.3, 0.0], [0.0, 0.4, 0.0], [0.0, 0.9, 0.0], [0.7, -0.7, -0.7], [-0.4, -0.3, 0.6], [-1.2, 1.7, 0.6], [2.3, 1.4, 1.5], [-1.2, -2.4, -2.2], [-0.1, -0.9, -0.3], [-0.3, 0.2, -0.7], [0.0, -0.2, -0.2], [-0.1, -0.1, 0.3], [0.2, -0.2, -0.1], [0.2, -0.2, 0.5], [0.1, 0.6, 0.1], [0.3, 0.7, -0.1], [-0.1, -0.3, -0.3], [-0.3, 0.1, 0.4], [0.1, -0.4, 0.6]], "mulliken_charge": [1.06, -0.72, 0.26, 0.31, -0.75, -1.01, 0.69, 0.90, -0.77, -0.76, -0.78, 0.31, 0.38, -0.54, -0.38, 0.15, 0.51, -0.23, -0.85, -0.35, -0.66, 0.08, 0.33, 0.34, 0.34, 0.28, 0.25, 0.32, 0.16, 0.30, -0.68, -0.21, 0.23, 0.40, -0.46, -0.19, -0.39, -0.46, 0.35, 0.22, 0.25, 0.35, -0.13, 0.13, 0.36, 0.39, -0.13, -0.70, 0.24, 0.54, -0.79, -0.18, -0.74, -0.14, -0.76, 0.21, 0.11, 0.45, 0.26, 0.34, 0.26, 0.35, 0.27, 0.28, -0.78, -0.32, 0.26, 0.15, -0.41, -0.59, -0.35, -0.31, 0.31, 0.28, 0.27, 0.23, 0.18, 0.36, 0.14, 0.03, 0.36]}



(2)
{"formula": "C18H38NiO20P4", "method": "ωB97M-V with the def2-TZVPD basis set", "de_lowest_kj_mol": 17.02, "charge": 0, "e_homo_ev": [-6.210, -6.199], "multiplicity": 3, "gap_ha": [0.223, 0.223], "total_energy_ha": -5087.60606, "symbols": ["Ni", "C", "C", "C", "O", "C", "C", "C", "O", "O", "O", "H", "H", "C", "O", "P", "O", "O", "C", "O", "C", "H", "H", "H", "H", "H", "H", "H", "H", "H", "C", "O", "P", "O", "O", "C", "O", "C", "H", "H", "H", "H", "H", "H", "H", "H", "H", "C", "O", "P", "O", "O", "C", "O", "C", "H", "H", "H", "H", "H", "H", "H", "H", "H", "C", "O", "P", "O", "O", "C", "O", "C", "H", "H", "H", "H", "H", "H", "H", "H", "H"], "coordinates": [[0.419, 0.115, -0.478], [3.662, 2.581, -1.011], [2.671, 1.612, -1.097], [1.814, 1.543, -2.384], [0.777, 0.802, -2.325], [2.169, 2.301, -3.496], [3.244, 3.218, -3.436], [3.957, 3.410, -2.099], [4.761, 4.338, -1.919], [3.494, 3.883, -4.448], [2.260, 0.865, -0.153], [4.024, 2.751, -0.006], [1.581, 2.170, -4.392], [3.283, -0.213, 2.964], [2.035, 0.433, 3.168], [0.684, -0.336, 2.887], [0.380, -0.500, 1.453], [0.797, -1.723, 3.683], [0.461, -2.959, 3.035], [-0.352, 0.468, 3.773], [-1.747, 0.209, 3.691], [3.945, 0.465, 2.427], [3.217, -1.085, 2.309], [3.757, -0.491, 3.903], [-0.561, -3.237, 3.293], [1.080, -3.720, 3.514], [0.674, -2.924, 1.971], [-1.992, -0.380, 2.803], [-2.360, 1.095, 3.814], [-2.008, -0.470, 4.513], [1.092, -4.778, -0.527], [2.129, -4.029, -1.143], [1.846, -2.667, -1.914], [1.061, -1.664, -1.182], [3.264, -2.183, -2.383], [4.207, -1.618, -1.462], [1.174, -3.201, -3.238], [0.348, -2.389, -4.070], [0.108, -4.342, -0.705], [1.308, -4.804, 0.543], [1.108, -5.816, -0.858], [4.322, -0.540, -1.558], [5.166, -2.076, -1.704], [3.969, -1.856, -0.425], [-0.610, -2.871, -4.261], [0.825, -2.275, -5.046], [0.228, -1.398, -3.623], [-2.995, -3.530, 1.532], [-2.117, -2.601, 0.905], [-2.643, -1.506, -0.112], [-1.539, -0.709, -0.690], [-3.743, -0.713, 0.718], [-4.419, 0.463, 0.286], [-3.554, -2.284, -1.153], [-3.027, -3.252, -2.074], [-3.114, -3.328, 2.600], [-2.547, -4.523, 1.509], [-3.988, -3.506, 1.085], [-5.498, 0.327, 0.354], [-4.169, 0.647, -0.761], [-4.116, 1.311, 0.890], [-2.081, -2.864, -2.450], [-3.731, -3.403, -2.887], [-2.912, -4.200, -1.548], [0.413, 4.618, -0.977], [-0.383, 4.457, 0.208], [-1.210, 3.101, 0.447], [-0.476, 1.870, 0.148], [-1.760, 3.320, 1.926], [-0.876, 3.733, 2.967], [-2.518, 3.255, -0.434], [-3.439, 4.321, -0.228], [0.029, 3.969, -1.771], [1.450, 4.353, -0.779], [0.315, 5.632, -1.361], [-1.408, 3.647, 3.915], [-0.546, 4.756, 2.800], [-0.018, 3.066, 3.090], [-4.452, 3.953, -0.073], [-3.429, 4.962, -1.109], [-3.171, 4.947, 0.623]], "forces_ev_per_angstrom": [[0.5, 0.5, -0.5], [-1.7, -2.3, 1.0], [-0.5, 1.2, -1.0], [0.8, 0.8, -0.6], [-0.6, -0.4, 0.1], [-0.7, -1.6, 1.7], [-0.5, 0.5, -1.9], [1.8, 1.9, 0.5], [-0.5, -0.3, -0.9], [0.8, 0.2, 1.0], [0.0, -0.5, 0.6], [0.6, 0.2, -0.2], [0.1, 0.3, -0.2], [1.0, -0.2, -0.8], [-1.2, -0.1, 0.5], [0.7, 0.0, 0.3], [-0.5, -0.6, 1.0], [0.0, 0.4, -0.7], [0.4, -0.5, 0.8], [0.6, 0.8, -0.5], [-0.4, -1.7, 0.5], [-0.2, 0.2, 0.1], [-0.3, -0.1, 0.2], [-0.3, 0.0, 0.2], [-0.2, 0.2, -0.4], [0.2, 0.1, -0.2], [-0.3, 0.1, -0.1], [-0.1, 0.6, -0.3], [0.4, 0.3, -0.4], [0.1, 0.2, 0.1], [-0.1, -0.1, 0.6], [0.3, 0.5, -0.3], [0.3, 0.0, -0.6], [0.0, -1.1, 0.3], [-0.5, -0.2, 0.1], [0.8, -0.1, 0.3], [0.0, -0.3, 0.4], [0.1, 0.8, -0.5], [0.0, 0.0, 0.0], [-0.2, 0.1, 0.0], [0.1, 0.2, -0.4], [-0.5, 0.0, -0.2], [0.0, 0.0, 0.0], [-0.2, 0.0, 0.0], [0.0, -0.1, 0.4], [0.2, 0.0, 0.2], [-0.2, 0.0, -0.1], [-0.3, -0.3, 0.6], [0.1, 0.4, -0.1], [0.1, 0.6, -0.2], [-1.1, -0.7, 0.2], [0.6, -0.9, 0.3], [0.0, 0.2, -0.9], [-0.3, 0.3, 0.1], [0.4, 0.2, 0.3], [0.1, 0.5, -0.1], [0.0, 0.0, -0.5], [0.1, -0.2, -0.1], [0.1, -0.2, 0.2], [0.0, 0.3, 0.1], [0.1, 0.0, 0.1], [0.1, -0.3, -0.2], [-0.1, 0.3, 0.1], [0.2, 0.0, -0.1], [0.0, -0.5, -1.0], [-0.7, -0.7, 0.8], [0.5, 1.6, -0.5], [-0.5, 0.4, 0.4], [0.1, -0.4, -0.6], [0.4, -0.1, 0.8], [0.1, -0.7, 0.4], [-0.1, 0.9, -0.1], [0.2, -0.1, 0.1], [0.0, 0.1, 0.1], [0.0, 0.1, 0.4], [-0.3, 0.2, -0.2], [0.0, 0.0, 0.0], [0.0, 0.0, -0.4], [0.1, -0.3, 0.0], [0.0, -0.1, -0.1], [0.1, -0.2, 0.1]], "mulliken_spin": [1.79, 0.01, -0.01, 0.00, 0.06, 0.00, 0.00, 0.00, 0.00, 0.00, 0.08, 0.00, 0.00, 0.00, 0.00, 0.01, 0.00, 0.00, 0.00, 0.00, 0.00, 0.00, 0.00, 0.00, 0.00, 0.00, 0.00, 0.00, 0.00, 0.00, 0.00, 0.00, 0.01, 0.02, 0.00, 0.00, 0.00, 0.00, 0.00, 0.00, 0.00, 0.00, 0.00, 0.00, 0.00, 0.00, 0.00, 0.00, 0.00, 0.01, 0.01, 0.00, 0.00, 0.00, 0.00, 0.00, 0.00, 0.00, 0.00, 0.00, 0.00, 0.00, 0.00, 0.00, 0.00, 0.00, 0.01, 0.00, 0.00, 0.00, 0.00, 0.00, 0.00, 0.00, 0.00, 0.00, 0.00, 0.00, 0.00, 0.00, 0.00]}